Run 1
DFT (ωB97M-V/def2-TZVPD) results for a 2-piece molecular cluster, C5H12Si overall.

The orbital gap (spin up / spin down) is 8.15 / 7.77 eV. The charge is 0.

```
18
C5H12Si | the OMol25 dataset | ωB97M-V/def2-TZVPD
Si 1.66299 1.10364 -0.16592
C -1.09627 0.71346 -0.58905
C 0.89416 -1.73788 -1.07874
C -0.03819 0.62548 0.35828
C -0.29230 -0.18868 1.66213
C -2.42443 0.37993 -0.34799
H 2.75246 0.51131 0.61433
H 1.60798 -1.64009 -1.94416
H 0.50685 0.10554 2.41468
H 1.30017 -2.05241 -0.08724
H -3.27755 0.57222 -0.96668
H 1.83533 2.60836 0.35747
H -1.30667 0.08932 2.11861
H -0.09546 -1.94377 -1.31469
H -2.56302 0.14437 0.67757
H -0.95077 1.19922 -1.53519
H 1.87558 0.83570 -1.60796
H -0.39085 -1.32573 1.43455
```

Löwdin atomic charge list, values in e, 5 entries: Si 0.587; C -0.257; C 0.030; C -0.458; C -0.135

=====

Run 2
DFT (ωB97M-V/def2-TZVPD) results for a 2-piece molecular cluster, C5H12Si overall.

The orbital gap is 8.59 eV. As for the SMILES: C=[SiH2].C/C=C/C. The charge is 0.

```
18
C5H12Si | the OMol25 dataset | ωB97M-V/def2-TZVPD
Si 3.48116 0.80332 0.37234
C -2.25614 -1.69053 -1.01408
C -1.18380 1.25687 1.33575
C 3.42315 -0.16085 -1.12108
C -2.39708 -0.46869 -0.07194
C -1.30745 0.15246 0.32490
H -1.46270 -1.67138 -1.74780
H 2.50303 1.25864 1.30161
H -3.11763 -1.87739 -1.54846
H 4.17540 0.06476 -1.84210
H -0.27649 -0.16125 -0.07159
H -0.14797 1.56379 1.40568
H -1.63779 1.03821 2.39323
H 4.83132 1.31347 0.95197
H -2.11844 -2.52660 -0.33124
H 2.60410 -0.79874 -1.47541
H -3.42244 -0.22470 0.17907
H -1.69022 2.12861 0.95916
```

Löwdin atomic charge list, values in e, 5 entries: Si 0.675; C -0.100; C -0.123; C -0.312; C -0.158

=====

Of them, the most stable is run 2 and the least stable is run 1.

=====

Run 1
DFT (ωB97M-V/def2-TZVPD) results for a 2-piece molecular cluster, CH7NS2 overall.

The orbital gap is 8.99 eV. As for the SMILES: CN.SS. The charge is 0.

```
11
CH7NS2 | the OMol25 dataset | ωB97M-V/def2-TZVPD
S 1.40890 0.15260 -1.15901
S 0.40075 -1.41957 -0.26186
N -1.00529 1.40903 1.69662
C -2.22140 0.92951 1.02825
H -0.92876 -1.23353 -0.24576
H -1.96362 0.46120 0.08358
H -2.78884 0.25126 1.67354
H 0.61351 1.18183 -0.86497
H -0.18401 0.89076 1.46218
H -1.00186 2.39703 1.73918
H -2.87444 1.77145 0.80795
```

Löwdin atomic charge list, values in e, 5 entries: S 0.247; S 0.233; N -0.054; C -0.196; H -0.213

=====

Run 2
DFT (ωB97M-V/def2-TZVPD) results for a 2-piece molecular cluster, CH7NS2 overall.

The orbital gap is 9.09 eV. As for the SMILES: CSS.N. The charge is 0.

```
11
CH7NS2 | the OMol25 dataset | ωB97M-V/def2-TZVPD
S -0.45308 -0.04670 1.97711
S -1.57763 -0.64729 0.37490
N 2.50474 -1.01185 -0.18342
C -2.14393 0.87447 -0.43512
H -1.87029 1.77422 0.10554
H 2.03411 -0.80696 -1.04840
H -1.72511 0.86509 -1.43932
H 3.43181 -0.60685 -0.15302
H 2.55752 -2.00999 -0.06867
H 0.46395 0.75986 1.41498
H -3.22209 0.85600 -0.54456
```

Löwdin atomic charge list, values in e, 5 entries: S 0.258; S 0.326; N 0.017; C -0.479; H 0.027

=====

Of them, the most stable is run 2 and the least stable is run 1.

=====

Run 1
DFT (ωB97M-V/def2-TZVPD) results for C2H27HgO12 as an isolated structure.

The orbital gap is 3.21 eV. The charge is +1.

```
42
C2H27HgO12 | the OMol25 dataset | ωB97M-V/def2-TZVPD
Hg -26.20278 3.78354 -16.81043
O -23.84969 4.23956 -22.55315
O -23.47045 1.37945 -17.27350
O -29.04395 6.14540 -16.70830
O -31.60448 7.20904 -20.21223
O -24.74652 -0.42163 -21.27298
O -27.86888 2.20411 -20.33021
O -32.99738 4.42591 -24.31249
O -34.69005 3.96434 -20.54087
O -23.88392 -3.55327 -18.70834
O -27.78155 -2.01880 -25.62825
O -31.16684 0.05650 -27.08859
O -27.83010 0.55954 -15.79428
C -29.17657 1.83408 -20.76387
C -29.35877 0.33109 -20.96535
H -32.41933 6.73031 -20.36410
H -22.82304 1.06638 -16.64178
H -26.88919 -1.70272 -25.76973
H -29.82561 2.24008 -19.98798
H -29.83221 6.18646 -16.16684
H -28.69593 0.41739 -16.17687
H -25.29963 0.33508 -21.07882
H -24.67667 -0.42921 -22.22760
H -35.58115 4.28872 -20.67106
H -27.51633 -0.31847 -15.57774
H -30.91758 6.61679 -20.51823
H -30.37917 -0.24882 -26.63848
H -33.11318 4.26594 -23.37588
H -27.71064 -2.97162 -25.68602
H -30.99923 0.98240 -27.26421
H -24.35700 -2.82057 -19.10277
H -24.54623 3.93904 -21.96940
H -24.48608 -4.29392 -18.77958
H -29.44854 2.31942 -21.70121
H -30.39829 0.01269 -21.04356
H -23.80629 5.18474 -22.40830
H -34.79331 3.20011 -19.97384
H -29.07111 6.94567 -17.23277
H -33.53206 3.75581 -24.73831
H -28.88516 -0.25904 -20.18079
H -23.73285 0.59585 -17.75656
H -28.92393 0.12860 -21.94413
```

Löwdin atomic charge list, values in e, 5 entries: Hg 0.762; O -0.048; O -0.097; O -0.104; O -0.048

=====

Run 2
DFT (ωB97M-V/def2-TZVPD) results for C2H27HgO12 as an isolated structure.

The orbital gap is 6.16 eV. The charge is +1.

```
42
C2H27HgO12 | the OMol25 dataset | ωB97M-V/def2-TZVPD
Hg 0.23200 2.45000 16.48800
O -1.09000 5.91800 14.21900
O 2.34300 5.87800 14.20900
O 3.81300 8.57600 17.63300
O -0.41600 4.64700 16.67100
O 0.56200 2.71200 19.01600
O 2.83600 2.65100 16.70500
O -2.29100 3.99900 18.41300
O -2.32900 8.30900 15.67700
O 3.81400 5.69300 16.83600
O 0.76100 8.28000 14.77800
O 1.04900 3.58900 14.49300
O 0.58200 9.92600 16.82700
C 0.50600 5.57500 17.08200
C -0.22800 6.68900 17.90200
H 1.71100 6.58200 14.16800
H -1.96700 3.38700 19.03800
H -2.41700 7.37900 15.93400
H -0.51800 6.34800 18.86800
H 0.69900 10.87700 16.85900
H 0.95800 5.96600 16.22100
H 1.18600 5.05100 17.72000
H 3.29900 5.80400 17.62200
H 2.97600 2.72200 17.62000
H 3.33300 1.86900 16.55000
H 1.35900 8.81700 14.31000
H 1.48100 2.89600 19.31000
H 3.18400 5.60700 16.11600
H 0.42200 3.83700 13.86700
H -0.90600 5.40800 15.00400
H 0.90000 8.74200 15.62000
H -1.89100 8.78200 16.35600
H 0.45600 1.77200 19.21600
H -0.10200 9.72600 17.45100
H 4.10900 9.16600 16.95400
H 3.16500 6.34700 14.38800
H -1.50600 4.36300 18.00000
H -0.59500 6.66300 14.46200
H 1.59500 4.40200 14.41900
H -1.14000 6.99600 17.46900
H 0.47800 7.51400 17.97600
H 2.90100 8.69700 17.69600
```

Löwdin atomic charge list, values in e, 5 entries: Hg 1.358; O -0.009; O -0.024; O -0.009; O -0.366

=====

Of them, the most stable is run 2 and the least stable is run 1.

=====

Run 1
DFT (ωB97M-V/def2-TZVPD) results for a 2-piece molecular cluster, C2H4N2S overall.

The orbital gap is 9.64 eV. As for the SMILES: C=NC#N.S. The charge is 0.

```
9
C2H4N2S | the OMol25 dataset | ωB97M-V/def2-TZVPD
S -0.62545 -0.44842 -2.09576
N -1.70430 -1.60137 3.31183
N -0.48409 -1.03367 1.28164
C -1.18681 -1.31049 2.35458
C 0.08170 0.10831 1.12552
H -1.33960 -0.53134 -3.36355
H -0.16936 1.06728 1.73711
H -0.46351 -1.66223 -1.95290
H 0.57717 0.27651 0.17603
```

Löwdin atomic charge list, values in e, 5 entries: S 0.500; N 0.159; N 0.014; C -0.382; C -0.011

=====

Run 2
DFT (ωB97M-V/def2-TZVPD) results for an isolated molecule of C2H4N2S.

The orbital gap is 8.66 eV. As for the SMILES: C=NNC=S. The charge is 0.

```
9
C2H4N2S | the OMol25 dataset | ωB97M-V/def2-TZVPD
S 2.89073 -0.15432 -0.04621
N -0.96630 -0.75873 -0.25839
N 0.35867 -0.72656 0.07805
C -1.58482 0.33107 0.01423
C 1.30943 0.23315 -0.10081
H 0.67863 -1.65304 0.32753
H 1.03872 1.24380 -0.48624
H -2.71719 0.31201 -0.02292
H -1.00787 1.17260 0.49476
```

Löwdin atomic charge list, values in e, 5 entries: S 0.588; N -0.029; N -0.143; C -0.041; C -0.736

=====

Of them, the most stable is run 2 and the least stable is run 1.

=====

Run 1
DFT (ωB97M-V/def2-TZVPD) results for a 2-piece molecular cluster, C2H4N2S overall.

The orbital gap (spin up / spin down) is 9.68 / 9.68 eV. The charge is 0.

```
9
C2H4N2S | the OMol25 dataset | ωB97M-V/def2-TZVPD
S -0.95938 2.33302 0.66958
N 0.44709 -0.61847 0.90172
N 1.40407 3.53736 1.49323
C -0.47071 0.85445 -0.21312
C 0.45235 2.95304 1.30069
H 0.40567 0.99947 -0.89931
H -0.31263 -1.11282 1.44354
H 0.79722 -1.09520 0.01927
H -1.28728 0.28331 -0.66331
```

Löwdin atomic charge list, values in e, 5 entries: S 0.869; N -0.036; N 0.106; C -0.387; C -0.662

=====

Run 2
DFT (ωB97M-V/def2-TZVPD) results for C2H4N2S as an isolated structure.

The orbital gap (spin up / spin down) is 7.29 / 7.29 eV. The charge is 0.

```
9
C2H4N2S | the OMol25 dataset | ωB97M-V/def2-TZVPD
S 1.77045 -1.41113 0.30526
N 2.10105 2.31859 -0.00490
N 0.66773 0.45228 -0.36529
C -0.66744 0.16535 -0.05815
C 1.32064 1.44565 -0.04614
H -1.40135 1.01615 -0.11805
H -0.84362 -0.22948 0.99121
H 3.02095 -1.30392 -0.29153
H -1.05957 -0.42244 -0.94584
```

Löwdin atomic charge list, values in e, 5 entries: S 0.610; N 0.157; N -0.211; C -0.198; C -0.490

=====

Of them, the most stable is run 1 and the least stable is run 2.

=====

Run 1
DFT (ωB97M-V/def2-TZVPD) results for an isolated molecule of C2H4N2S.

The orbital gap is 8.89 eV. As for the SMILES: [H]/N=C/C(N)=S. The charge is 0.

```
9
C2H4N2S | the OMol25 dataset | ωB97M-V/def2-TZVPD
S 2.49675 0.23162 -0.23190
N -1.56271 0.54074 -0.04869
N 0.50057 -1.43550 0.08469
C -0.44454 1.01880 0.18559
C 0.92962 -0.21305 -0.07538
H -0.52336 -1.43101 0.18673
H -0.35854 2.07547 0.35322
H -2.22200 1.28600 -0.06883
H 1.18422 -2.07308 -0.38543
```

Löwdin atomic charge list, values in e, 5 entries: S 0.571; N 0.055; N 0.037; C -0.134; C -0.875

=====

Run 2
DFT (ωB97M-V/def2-TZVPD) results for a 2-piece molecular cluster, C2H4N2S overall.

The orbital gap is 8.67 eV. The charge is 0.

```
9
C2H4N2S | the OMol25 dataset | ωB97M-V/def2-TZVPD
S 2.21680 -0.64597 -0.08544
N -1.22056 0.01244 -0.27303
N -0.12158 0.79196 0.17752
C -1.17526 -1.18913 -0.03165
C 1.27431 0.68402 -0.06738
H -0.18497 -1.80614 0.97984
H -2.13659 -1.50023 -0.48398
H -0.32574 1.85229 0.33178
H 1.67359 1.80074 -0.54765
```

Löwdin atomic charge list, values in e, 5 entries: S 0.570; N -0.077; N -0.157; C -0.118; C -0.765

=====

Of them, the most stable is run 1 and the least stable is run 2.